{
  "formula": "C26H42NO7P4Pd",
  "method": "ωB97M-V/def2-TZVPD",
  "species": ["Pd", "C", "C", "C", "P", "C", "C", "C", "C", "C", "C", "C", "C", "C", "C", "N", "C", "C", "C", "C", "C", "C", "C", "P", "C", "C", "C", "C", "C", "C", "H", "H", "H", "H", "H", "H", "H", "H", "H", "H", "H", "H", "H", "H", "H", "H", "H", "H", "H", "H", "H", "H", "H", "H", "H", "H", "H", "H", "H", "H", "H", "H", "H", "H", "H", "H", "H", "H", "H", "H", "O", "P", "O", "O", "O", "P", "O", "O", "O", "H", "H"],
  "xyz": [[0.54, 0.07, -0.94], [-2.81, 2.87, -1.97], [-2.16, 2.88, -0.58], [-2.94, 1.97, 0.36], [-0.38, 2.36, -0.67], [0.48, 3.70, -1.61], [0.18, 5.15, -1.25], [0.28, 3.48, -3.12], [0.08, 2.44, 1.11], [-0.08, 3.61, 1.85], [0.07, 3.67, 3.23], [-0.10, 4.95, 4.00], [0.35, 2.46, 3.87], [0.49, 1.27, 3.18], [0.39, 1.22, 1.77], [0.44, 0.07, 1.05], [0.94, -1.15, 1.53], [1.95, -1.28, 2.49], [2.34, -2.53, 2.94], [1.75, -3.70, 2.46], [2.19, -5.05, 2.95], [0.81, -3.57, 1.44], [0.44, -2.34, 0.94], [-0.56, -2.01, -0.56], [-2.31, -2.27, 0.00], [-2.50, -1.54, 1.32], [-2.74, -3.73, 0.14], [-0.19, -3.17, -1.95], [-1.25, -2.93, -3.02], [0.06, -4.65, -1.70], [-3.87, 3.13, -1.89], [-2.34, 3.58, -2.65], [-2.73, 1.88, -2.42], [-2.17, 3.90, -0.19], [-2.98, 0.96, -0.05], [-2.49, 1.92, 1.35], [-3.96, 2.33, 0.46], [1.53, 3.49, -1.38], [-0.88, 5.38, -1.39], [0.46, 5.41, -0.23], [0.74, 5.81, -1.92], [-0.60, 4.01, -3.47], [1.14, 3.86, -3.66], [0.17, 2.43, -3.37], [-0.36, 4.52, 1.34], [-0.06, 5.81, 3.33], [-1.05, 4.98, 4.53], [0.69, 5.07, 4.74], [0.44, 2.44, 4.95], [0.65, 0.37, 3.74], [2.45, -0.40, 2.85], [3.13, -2.60, 3.68], [2.56, -5.00, 3.98], [1.36, -5.76, 2.93], [2.98, -5.46, 2.33], [0.38, -4.47, 1.02], [-2.92, -1.79, -0.77], [-2.02, -2.09, 2.13], [-2.07, -0.54, 1.31], [-3.57, -1.46, 1.56], [-2.09, -4.25, 0.85], [-3.76, -3.78, 0.53], [-2.71, -4.27, -0.81], [0.74, -2.74, -2.32], [-2.23, -3.33, -2.73], [-1.35, -1.86, -3.23], [-0.96, -3.42, -3.95], [-0.81, -5.17, -1.28], [0.31, -5.13, -2.65], [0.91, -4.80, -1.03], [2.64, 1.65, -2.83], [2.15, 0.31, -3.57], [2.18, 0.46, -5.03], [0.80, -0.12, -2.96], [3.26, -0.76, -3.06], [3.57, -1.08, -1.50], [2.78, -2.48, -1.26], [5.01, -1.31, -1.29], [2.81, -0.04, -0.71], [2.92, 1.39, -1.93], [3.44, -3.19, -1.31]],
  "total_energy_ev": -84113.158,
  "charge": -1,
  "homo_energy_ev": -4.456,
  "de_lowest_kcal_mol": 0.0,
  "homo_lumo_gap_ev": 6.98
}